Molecular formula: C18H24CoFN4
Method: DFT, the ωB97M-V functional and the def2-TZVPD basis

XYZ file:
```
48
C18H24CoFN4, DFT the ωB97M-V functional and the def2-TZVPD basis
Co 0.555 0.734 -0.133
F -4.230 -1.573 3.565
N 0.608 2.685 -0.708
N 2.465 0.635 -0.373
N 0.541 -1.067 -0.565
N -1.345 0.694 -0.547
C 0.651 0.411 1.829
C -0.617 -0.102 2.328
C -0.632 -1.638 -0.861
C -3.059 -1.097 3.169
C 1.717 -1.678 -0.743
C -2.911 0.276 3.020
C 1.751 -2.989 -1.166
C -1.816 -0.719 -0.669
C -2.020 -1.984 2.935
C 2.502 1.369 -1.668
C -0.642 2.809 -1.518
C -1.686 0.764 2.608
C 0.541 -3.628 -1.420
C -1.253 1.450 -1.824
C -0.664 -2.950 -1.290
C 1.902 2.749 -1.449
C 2.899 -0.793 -0.440
C -0.803 -1.479 2.515
H -2.318 -0.982 0.263
H 0.542 -4.658 -1.753
H 1.485 -0.265 1.999
H 1.784 3.264 -2.403
H 0.878 1.433 2.140
H -3.740 0.930 3.256
H 2.591 3.341 -0.845
H -1.543 1.837 2.526
H 0.022 -2.161 2.341
H 3.519 1.458 -2.056
H -0.626 0.871 -2.509
H -2.174 -3.042 3.101
H -1.353 3.383 -0.921
H 3.066 1.123 0.286
H 3.697 -0.925 -1.172
H 3.309 -1.064 0.534
H -0.467 3.368 -2.438
H 0.607 3.426 -0.017
H -2.541 -0.822 -1.478
H 1.925 0.790 -2.395
H -1.976 1.179 0.085
H 2.693 -3.502 -1.309
H -2.228 1.570 -2.301
H -1.603 -3.430 -1.531
```

The HOMO energy (alpha / beta) is -14.46 / -14.44 eV. The orbital gap (alpha / beta) is 7.396 / 7.423 eV. Its calculated total energy is -2401.43956 hartree. As for the relative energy (zero: lowest compared OMol25 entry of this formula, charge and spin): 13.2 kcal/mol. The charge is +2. The LUMO energy (alpha / beta) is -0.260 / -0.258 hartree.